(1)
The following is a DFT calculation (ωB97M-V/def2-TZVPD) of 2 unconnected molecules or ions with the total composition C6H17N4O at a distorted geometry.

The electronic energy is -532.82452 Eh. The relative energy (zero: lowest compared OMol25 entry of this formula, charge and spin) comes out at 217.6 kJ/mol. The gap between HOMO and LUMO comes out at 10.14 eV. As for the charge: +1. The value obtained for the highest occupied orbital energy is -13.236 eV. The value obtained for the LUMO energy is -3.10 eV.

Geometry (Å):
1 C 1.1417 1.4657 -0.6752
2 C 1.6387 2.5315 -1.6696
3 C 1.1672 0.0773 -1.2902
4 O 0.2700 -0.2669 -2.0406
5 N 2.2337 -0.7193 -0.9572
6 H 1.6861 1.3708 0.3364
7 H 0.0796 1.7979 -0.3742
8 H 2.6901 2.7593 -1.3842
9 H 1.1519 3.5245 -1.6871
10 H 2.5200 -1.5578 -1.4026
11 H 3.0191 -0.3456 -0.4304
12 H 1.7997 1.9972 -2.6979
13 C -2.1053 -0.5734 0.1129
14 C -2.6480 -1.6630 -0.8684
15 C -0.3734 -0.6193 1.8970
16 N -0.9279 -1.2423 0.7449
17 N -1.1921 0.1751 2.7301
18 N 0.8997 -0.7527 2.3656
19 H -1.6855 0.2407 -0.6695
20 H -2.7968 -0.0011 0.7727
21 H -3.0502 -2.4815 -0.3771
22 H -1.8600 -1.9253 -1.5003
23 H -0.3324 -1.6950 0.1032
24 H -2.1718 0.0085 2.6545
25 H -0.6303 0.8037 3.3239
26 H 1.4440 -1.2926 1.6593
27 H 1.5026 -0.2280 2.8595
28 H -3.4704 -1.3883 -1.5356

(2)
The following is a DFT calculation (ωB97M-V/def2-TZVPD) of a molecular structure, C18H25AlBrCl2N4O4S2 at a distorted geometry.

The electronic energy is -5754.04755 Eh. The relative energy (zero: lowest compared OMol25 entry of this formula, charge and spin) comes out at 69.5 kJ/mol. The gap between HOMO and LUMO comes out at 8.30 eV. As for the charge: +1. The value obtained for the highest occupied orbital energy is -11.010 eV. The value obtained for the LUMO energy is -2.71 eV.

Geometry (Å):
1 Al 0.8133 0.8255 0.4755
2 C -2.4436 -0.6853 -3.6018
3 N -1.2006 -0.7431 -2.8229
4 C -0.1408 0.1703 -3.2116
5 C -0.9883 -1.5397 -1.7801
6 S 0.3853 -1.4389 -0.6699
7 N -1.7343 -2.6354 -1.6164
8 C -1.7214 -3.7486 -2.5889
9 C -2.1500 -3.0104 -0.2734
10 H -2.8064 0.3062 -3.7347
11 H -3.2679 -1.3021 -3.2526
12 H -2.2259 -1.1025 -4.5589
13 H 0.7630 -0.2996 -2.7834
14 H -0.2966 1.2092 -2.8656
15 H 0.0226 0.1320 -4.2997
16 H -1.1842 -3.5144 -3.5033
17 H -2.7398 -3.9047 -2.9845
18 H -1.4264 -4.6547 -2.0231
19 H -2.9021 -3.8111 -0.2791
20 H -2.4326 -2.1191 0.2835
21 H -1.1986 -3.4387 0.2485
22 Br -2.7439 7.9280 -0.2756
23 C -2.5502 6.1269 -0.8558
24 C -3.5876 5.5129 -1.6135
25 C -3.5502 4.1509 -1.8279
26 C -2.5795 3.3182 -1.1757
27 C -1.5747 3.9155 -0.4124
28 C -1.5788 5.2741 -0.2984
29 C -0.6300 2.9457 0.3269
30 O -0.0473 3.2729 1.3548
31 O -0.5235 1.7130 -0.2372
32 H -4.4856 6.0261 -1.9782
33 H -4.2713 3.7928 -2.5427
34 H -2.6151 2.2409 -1.2577
35 H -0.7015 5.7399 0.2110
36 Cl 4.9176 0.3765 -1.9690
37 C 4.6014 1.5789 -0.6461
38 Cl 6.2191 1.9329 0.1060
39 C 3.4373 1.1101 0.1718
40 O 3.6023 0.3603 1.1437
41 O 2.2416 1.5810 -0.2563
42 H 4.4354 2.5666 -1.0852
43 S 0.5233 0.2202 2.8626
44 C 1.3482 -1.2002 3.2367
45 N 0.6356 -2.2862 3.6008
46 C 1.1456 -3.3517 4.4899
47 C 2.6589 -3.3618 4.6550
48 C 3.4693 -2.4332 3.6882
49 N 2.7166 -1.2339 3.3852
50 H -0.3693 -2.1206 3.4675
51 H 0.7731 -4.3253 4.0525
52 H 0.6060 -3.2263 5.4291
53 H 3.0692 -4.3493 4.5600
54 H 2.9094 -2.9321 5.6133
55 H 3.8499 -2.9380 2.7980
56 H 4.3457 -2.1888 4.1872
57 H 3.1783 -0.4318 2.9340

(3)
The following is a DFT calculation (ωB97M-V/def2-TZVPD) of C6H9Br in the gas phase.

The electronic energy is -2807.99104 Eh. The relative energy (zero: lowest compared OMol25 entry of this formula, charge and spin) comes out at 36.2 kJ/mol. The gap between HOMO and LUMO comes out at 9.28 eV. As for the charge: 0. The value obtained for the highest occupied orbital energy is -8.954 eV. The value obtained for the LUMO energy is 0.33 eV. Its structure (SMILES) is C=C/C(C)=C\CBr.

Geometry (Å):
1 C 0.0485 2.0586 -1.0093
2 C -0.7773 -0.7251 1.9902
3 C 0.3391 1.2026 -0.0386
4 C -0.1407 -1.0888 0.7064
5 C 0.8735 -0.7827 -1.5201
6 C 0.3789 -0.2498 -0.2061
7 Br -2.8148 -0.7985 1.9577
8 H 0.0039 3.1189 -0.8290
9 H -0.1925 1.7370 -2.0095
10 H -0.5232 -1.4318 2.7783
11 H -0.5664 0.2933 2.3037
12 H 0.5354 1.5813 0.9555
13 H -0.1262 -2.1499 0.4901
14 H 1.4231 -1.7118 -1.3817
15 H 1.5152 -0.0604 -2.0174
16 H 0.0234 -0.9929 -2.1704